--- one ---
An isolated ion of composition C4H11N2OS and charge +1. Source: the OMol25 dataset; level of theory: ωB97M-V/def2-TZVPD.

The value obtained for the frontier orbital gap is 5.97 eV. The calculation puts the LUMO energy at -7.7231 eV. The spin multiplicity is 1. The value obtained for the molar mass is 135.2 g mol⁻¹. The highest occupied orbital energy is -13.70 eV. As for the total charge: +1.

The geometry in XYZ format:
```
19
C4H11N2OS | the OMol25 dataset | ωB97M-V/def2-TZVPD
N -1.237 1.697 0.142
C -0.641 0.514 -0.341
C 0.912 0.635 -0.338
S 1.327 1.697 -1.679
C -0.911 -0.769 0.793
N -0.349 -1.918 0.261
C 0.032 -2.931 1.241
O -0.540 -0.324 1.902
H -1.833 1.750 0.967
H -1.564 2.316 -0.582
H -2.003 -0.796 0.636
H -1.065 0.272 -1.327
H 1.131 1.201 0.565
H 1.431 -0.313 -0.325
H 1.959 0.790 -2.440
H -0.980 -2.242 -0.462
H 0.761 -2.490 1.925
H -0.831 -3.148 1.906
H 0.364 -3.867 0.820
```

Results of the natural (NBO) charge analysis, in e, for atoms 1 through 5: -0.7952, 0.1137, -0.5742, 0.1834, 0.2584

=====

--- two ---
C4H11N2OS as an isolated structure. Source: the OMol25 dataset; level of theory: ωB97M-V/def2-TZVPD.

The value obtained for the frontier orbital gap is 5.52 eV. The calculation puts the LUMO energy at -8.6354 eV. The spin multiplicity is 1. The value obtained for the molar mass is 135.2 g mol⁻¹. The highest occupied orbital energy is -14.16 eV. As for the total charge: +1.

The geometry in XYZ format:
```
19
C4H11N2OS | the OMol25 dataset | ωB97M-V/def2-TZVPD
N -0.806 1.130 0.184
C -0.885 -0.278 0.112
C 0.346 -1.016 0.627
C 1.604 -1.046 -0.446
S 1.919 0.641 -0.930
C -2.075 -0.664 1.055
N -3.127 -0.777 0.035
O -1.587 -0.543 2.268
H -0.170 1.643 -0.439
H -1.074 1.644 1.014
H -2.845 0.184 0.866
H -1.151 -0.606 -1.011
H 0.033 -1.972 0.973
H 0.667 -0.419 1.439
H 2.555 -1.463 0.070
H 1.451 -1.680 -1.428
H 4.795 3.327 -2.677
H 4.337 3.137 -2.086
H -3.989 -1.243 0.373
```

Results of the natural (NBO) charge analysis, in e, for atoms 1 through 5: -0.6512, -0.1346, -0.3268, -0.6491, 0.4659

=====

The structure with the least stability is two.

=====

--- one ---
C39H35N10O2Pb as an isolated structure. Source: the OMol25 dataset; level of theory: ωB97M-V/def2-TZVPD.

The value obtained for the frontier orbital gap (spin up / spin down) is 5.33 / 5.33 eV. The calculation puts the LUMO energy (spin up / spin down) at -5.1680 / -5.1692 eV. The spin multiplicity is 1. The value obtained for the molar mass is 883.0 g mol⁻¹. The highest occupied orbital energy (spin up / spin down) is -10.50 / -10.50 eV. As for the total charge: +1.

The geometry in XYZ format:
```
87
C39H35N10O2Pb | the OMol25 dataset | ωB97M-V/def2-TZVPD
Pb -0.845 1.233 0.152
C 1.525 5.082 -0.748
C 2.658 5.126 0.061
C 2.811 4.162 1.030
C 1.841 3.147 1.171
N 0.755 3.118 0.376
C 0.605 4.078 -0.531
N 2.119 2.226 2.118
C 1.405 1.249 2.556
N 0.134 0.857 2.252
C -0.179 -0.253 2.983
N -1.246 -0.967 3.015
C -2.383 -0.862 2.306
C -3.411 -1.759 2.665
C -4.629 -1.699 2.030
C -4.825 -0.735 1.044
C -3.771 0.098 0.731
N -2.588 0.029 1.320
C 0.945 -0.574 3.873
C 1.117 -1.542 4.841
C 2.337 -1.566 5.509
C 3.340 -0.652 5.215
C 3.160 0.330 4.248
C 1.948 0.356 3.590
H 1.360 5.809 -1.525
H 3.396 5.901 -0.077
H 3.663 4.133 1.688
H -0.305 4.032 -1.112
H -3.197 -2.483 3.434
H -5.425 -2.384 2.288
H -5.767 -0.631 0.535
H -3.869 0.863 -0.025
H 0.331 -2.242 5.068
H 2.512 -2.310 6.269
H 4.273 -0.701 5.755
H 3.933 1.042 4.006
C 2.216 2.153 -3.386
C 0.986 1.772 -2.614
N 1.083 1.050 -1.561
N 2.102 0.559 -1.001
C 2.017 -0.386 -0.023
O 0.940 -0.889 0.288
C 3.295 -0.700 0.622
C 4.411 0.109 0.422
C 5.581 -0.150 1.108
C 5.643 -1.215 1.993
C 4.541 -2.035 2.178
C 3.366 -1.782 1.498
C -0.324 2.207 -3.086
C -0.486 2.811 -4.339
C -1.761 3.158 -4.751
C -2.838 2.889 -3.919
C -2.579 2.319 -2.682
N -1.366 2.002 -2.279
H 3.097 1.943 -2.784
H 2.190 3.213 -3.634
H 2.277 1.584 -4.312
H 4.343 0.933 -0.270
H 6.448 0.476 0.955
H 6.550 -1.401 2.548
H 4.599 -2.879 2.848
H 2.502 -2.416 1.624
H 0.363 3.014 -4.971
H -1.909 3.637 -5.708
H -3.846 3.144 -4.212
H -3.381 2.117 -1.991
N -2.989 3.872 0.461
C -2.282 2.975 0.423
O -2.249 -0.532 -1.535
C -2.182 -1.700 -1.913
C -1.313 -2.737 -1.251
C -2.130 -3.827 -0.542
C -2.646 -4.921 -1.476
C -3.640 -4.420 -2.522
C -3.014 -3.432 -3.509
N -2.917 -2.093 -2.966
H -0.695 -2.215 -0.521
H -0.658 -3.197 -1.995
H -2.965 -3.371 -0.006
H -1.485 -4.297 0.203
H -3.130 -5.694 -0.874
H -1.800 -5.393 -1.983
H -4.489 -3.940 -2.031
H -4.022 -5.276 -3.079
H -3.625 -3.375 -4.410
H -2.019 -3.784 -3.802
H -3.542 -1.392 -3.342
```

Results of the Löwdin charge analysis, in e, for atoms 1 through 5: 1.4994, -0.0400, -0.0373, 0.0179, -0.3141

=====

--- two ---
C39H35N10O2Pb as an isolated structure. Source: the OMol25 dataset; level of theory: ωB97M-V/def2-TZVPD.

The value obtained for the frontier orbital gap is 6.52 eV. The calculation puts the LUMO energy at -4.1198 eV. The spin multiplicity is 1. The value obtained for the molar mass is 883.0 g mol⁻¹. The highest occupied orbital energy is -10.64 eV. As for the total charge: +1.

The geometry in XYZ format:
```
87
C39H35N10O2Pb | the OMol25 dataset | ωB97M-V/def2-TZVPD
Pb -0.085 0.112 0.864
C -2.023 1.404 4.769
C -1.044 1.344 5.764
C 0.144 0.710 5.495
C 0.382 0.154 4.226
N -0.543 0.284 3.256
C -1.723 0.865 3.547
N 1.582 -0.491 4.067
C 1.939 -1.200 3.061
N 1.303 -1.436 1.853
C 2.129 -2.235 1.076
N 1.959 -2.712 -0.098
C 0.886 -2.580 -0.944
C 0.824 -3.521 -1.987
C -0.163 -3.448 -2.938
C -1.106 -2.423 -2.858
C -1.000 -1.532 -1.824
N -0.029 -1.589 -0.884
C 3.362 -2.532 1.837
C 4.466 -3.297 1.524
C 5.456 -3.413 2.493
C 5.331 -2.783 3.730
C 4.211 -2.016 4.034
C 3.240 -1.905 3.061
H -2.987 1.859 4.949
H -1.222 1.782 6.738
H 0.925 0.608 6.236
H -2.451 0.886 2.740
H 1.582 -4.291 -2.000
H -0.194 -4.160 -3.755
H -1.898 -2.317 -3.586
H -1.694 -0.709 -1.750
H 4.552 -3.787 0.562
H 6.339 -4.006 2.287
H 6.116 -2.897 4.467
H 4.096 -1.530 4.995
C -3.420 3.340 -0.107
C -2.224 2.588 0.392
N -2.181 1.318 0.350
N -3.051 0.457 -0.103
C -2.818 -0.790 0.346
O -1.871 -1.046 1.165
C -3.675 -1.857 -0.211
C -4.682 -1.572 -1.130
C -5.428 -2.607 -1.669
C -5.166 -3.922 -1.299
C -4.160 -4.206 -0.384
C -3.412 -3.174 0.159
C -1.125 3.308 1.069
C -1.132 4.682 1.245
C -0.159 5.256 2.051
C 0.801 4.450 2.643
C 0.773 3.096 2.356
N -0.175 2.552 1.596
H -4.132 2.653 -0.555
H -3.118 4.077 -0.853
H -3.907 3.866 0.716
H -4.872 -0.544 -1.407
H -6.214 -2.392 -2.384
H -5.751 -4.729 -1.726
H -3.956 -5.231 -0.098
H -2.621 -3.366 0.875
H -1.878 5.301 0.766
H -0.160 6.326 2.224
H 1.557 4.855 3.302
H 1.529 2.421 2.752
N 3.145 1.179 0.510
C 2.027 0.877 0.565
O -0.237 1.209 -1.677
C 0.485 0.995 -2.678
C -0.075 1.176 -4.066
C 0.582 2.345 -4.823
C 1.911 1.978 -5.485
C 3.013 1.609 -4.495
C 2.687 0.354 -3.687
N 1.760 0.599 -2.581
H -1.142 1.352 -3.956
H 0.065 0.249 -4.632
H 0.729 3.185 -4.137
H -0.107 2.679 -5.600
H 2.245 2.825 -6.088
H 1.748 1.136 -6.168
H 3.191 2.439 -3.806
H 3.938 1.431 -5.047
H 3.595 -0.047 -3.242
H 2.271 -0.410 -4.349
H 2.133 0.533 -1.646
```

Results of the Löwdin charge analysis, in e, for atoms 1 through 5: 1.4430, -0.0436, -0.0390, 0.0074, -0.3157

=====

The structure with the least stability is one.

=====

--- one ---
A 2-piece molecular cluster, C4H8P2 overall. Source: the OMol25 dataset; level of theory: ωB97M-V/def2-TZVPD.

The value obtained for the frontier orbital gap is 9.49 eV. As for the SMILES: C=PC.CC#P. The calculation puts the LUMO energy at 0.4247 eV. The spin multiplicity is 1. The value obtained for the molar mass is 118.1 g mol⁻¹. The highest occupied orbital energy is -9.07 eV.

The geometry in XYZ format:
```
14
C4H8P2 | the OMol25 dataset | ωB97M-V/def2-TZVPD
C 0.719 -1.840 -0.850
P 0.974 -0.246 -0.628
C 2.294 -0.199 0.771
H 1.379 -2.494 -0.349
H -0.086 -2.235 -1.499
H 2.096 -1.069 1.425
H 3.366 -0.047 0.460
H 2.092 0.678 1.321
C -1.921 1.749 -0.245
C -2.378 0.441 -0.115
P -3.064 -0.901 0.248
H -0.802 1.814 -0.418
H -2.472 2.341 -0.960
H -2.196 2.007 0.840
```

Results of the natural (NBO) charge analysis, in e, for atoms 1 through 5: -0.8614, 0.6779, -0.9380, 0.2093, 0.2374

=====

--- two ---
A 2-piece molecular cluster, C4H8P2 overall. Source: the OMol25 dataset; level of theory: ωB97M-V/def2-TZVPD.

The value obtained for the frontier orbital gap is 9.34 eV. The calculation puts the LUMO energy at 0.2270 eV. The spin multiplicity is 1. The value obtained for the molar mass is 118.1 g mol⁻¹. The highest occupied orbital energy is -9.11 eV.

The geometry in XYZ format:
```
14
C4H8P2 | the OMol25 dataset | ωB97M-V/def2-TZVPD
C -1.002 0.505 0.439
C 0.939 -0.240 0.141
C -3.700 0.139 -0.195
C 3.615 -0.162 -0.271
P -1.919 -0.447 -0.484
P 2.058 0.828 -0.413
H -1.213 1.396 0.996
H 1.197 -1.090 0.657
H -4.044 0.679 -1.045
H -4.413 -0.675 -0.020
H -3.628 0.584 0.795
H 3.563 -1.223 -0.666
H 4.609 0.205 -0.662
H 3.937 -0.499 0.728
```

Results of the natural (NBO) charge analysis, in e, for atoms 1 through 5: -0.6630, -0.6166, -0.9557, -1.0225, 0.7197

=====

--- three ---
One molecule with the formula C4H8P2. Source: the OMol25 dataset; level of theory: ωB97M-V/def2-TZVPD.

The value obtained for the frontier orbital gap (spin up / spin down) is 6.68 / 5.73 eV. The calculation puts the LUMO energy (spin up / spin down) at -1.4679 / -1.6655 eV. The spin multiplicity is 1. The value obtained for the molar mass is 118.1 g mol⁻¹. The highest occupied orbital energy (spin up / spin down) is -8.14 / -7.39 eV.

The geometry in XYZ format:
```
14
C4H8P2 | the OMol25 dataset | ωB97M-V/def2-TZVPD
C 1.073 -1.285 -0.416
C -0.802 1.103 -0.702
C 2.115 -1.987 0.405
C -2.266 1.261 -0.204
P 0.265 2.626 -0.495
P 0.588 0.258 0.101
H -0.831 0.704 -1.762
H 1.780 -2.502 1.288
H 2.911 -1.330 0.754
H 2.572 -2.845 -0.024
H -2.292 1.445 0.842
H -2.912 0.216 -0.384
H -2.822 1.917 -0.858
H 0.621 0.419 1.454
```

Results of the natural (NBO) charge analysis, in e, for atoms 1 through 5: -0.3614, -0.8589, -0.7471, -0.6040, 0.2574

=====

The structure with the least stability is three.